[1]
{
  "formula": "C3H12NO2S2",
  "method": "ωB97M-V/def2-TZVPD",
  "total_charge": 1,
  "homo_energy_ev": -11.97,
  "gap_ev": 8.86,
  "de_lowest_kj_mol": 250.6,
  "species": ["N", "C", "C", "O", "C", "S", "S", "H", "H", "H", "H", "H", "H", "H", "H", "H", "H", "H", "H", "O"],
  "coordinates": [[0.39509, -0.92228, 0.25858], [-0.18373, 0.36314, -0.40323], [-1.76335, 0.13165, -0.63936], [-2.19444, -0.71115, 0.47830], [0.70290, 0.50134, -1.59000], [2.02754, 1.84968, -1.37930], [3.69482, 1.05692, -1.14015], [-0.13425, -1.70568, -0.22067], [0.02879, -0.96830, 1.32100], [1.40428, -1.03473, 0.07869], [-0.22295, 1.10380, 0.42978], [-1.93992, -0.53874, -1.51113], [-2.62455, 0.84908, -0.66116], [-2.83154, -0.17822, 1.02335], [1.18612, -0.48303, -1.97458], [0.16765, 1.13614, -2.34047], [4.69031, 1.26574, -2.08255], [-0.31290, -0.78779, 3.96600], [-1.50977, -0.31657, 3.32310], [-0.58010, -0.61098, 3.06381]],
  "atomic_forces_ev_per_a": [[-3.268, -0.825, 1.487], [-1.341, -0.476, 1.692], [-0.784, -2.658, 0.279], [-0.502, 1.094, 0.731], [0.872, 1.920, -2.182], [-3.798, 1.659, -0.613], [4.947, -2.496, 1.942], [1.004, 0.701, 0.744], [1.261, 0.051, -2.069], [-0.498, 0.248, 0.543], [1.029, -0.030, -0.975], [0.461, 0.622, 0.163], [2.029, 0.744, -0.536], [0.945, -0.967, -0.770], [-1.157, 1.813, 0.324], [0.024, -1.498, -0.042], [-1.419, 0.157, -0.501], [1.083, -0.394, 0.270], [1.449, -0.438, -1.269], [-2.338, 0.771, 0.782]]
}

[2]
{
  "formula": "C5H6CsO2",
  "method": "ωB97M-V/def2-TZVPD",
  "homo_energy_ev": -6.03,
  "s_squared": 0.75,
  "spin_multiplicity": 2,
  "gap_ev": 4.90,
  "species": ["C", "C", "C", "H", "H", "H", "C", "O", "Cs", "H", "H", "O", "C", "H"],
  "coordinates": [[0.52408, -2.11001, 0.77560], [0.39168, -0.94809, 1.37752], [0.26666, 0.24698, 1.90474], [1.51055, -2.55306, 0.61441], [-0.34962, -2.71092, 0.51441], [0.27793, 0.35413, 2.99539], [0.01567, 1.51685, 1.09759], [-1.23569, 2.02595, 1.32789], [-4.50527, 2.18433, 2.51169], [0.18926, 1.27221, 0.02493], [0.81701, 2.24166, 1.37249], [1.51676, -0.93195, -5.33881], [0.66228, -0.71373, -4.55820], [-0.08128, 0.12565, -4.61965]],
  "atomic_forces_ev_per_a": [[-0.018, 0.050, 0.411], [0.056, 0.314, -0.007], [0.113, -0.730, -0.049], [-0.297, 0.213, -0.142], [0.229, 0.130, 0.067], [-0.143, -0.046, -0.301], [-0.400, 0.414, -0.135], [-0.725, -0.039, 0.376], [1.164, -0.099, -0.407], [0.037, -0.052, 0.189], [-0.019, -0.150, -0.015], [-0.574, 0.227, 0.446], [0.493, -0.241, -0.382], [0.086, 0.009, -0.050]]
}

[3]
{
  "formula": "BeH10O5",
  "method": "ωB97M-V/def2-TZVPD",
  "total_charge": 2,
  "homo_energy_ev": -19.94,
  "gap_ev": 12.33,
  "de_lowest_kj_mol": 26.9,
  "species": ["Be", "O", "H", "H", "O", "H", "H", "O", "H", "H", "O", "H", "H", "O", "H", "H"],
  "coordinates": [[13.52588, 0.45792, -20.05899], [14.26749, -0.39920, -21.23433], [15.07597, -0.87745, -21.18719], [13.90109, -0.68739, -22.06576], [12.10505, 0.92170, -20.88781], [11.30787, 1.09687, -20.45604], [11.91579, 1.08345, -21.84006], [13.02068, -0.04547, -18.53764], [13.08337, -0.95015, -18.21722], [12.95923, 0.41612, -17.70109], [14.59924, 1.82742, -19.61253], [14.36235, 2.73558, -19.49280], [15.50469, 1.87781, -19.92261], [15.85794, -0.61912, -18.84920], [15.57725, -0.91993, -17.99399], [16.49557, -1.29129, -19.08345]],
  "atomic_forces_ev_per_a": [[0.411, 1.032, 0.179], [-0.784, 0.461, 0.326], [1.568, -0.583, 0.753], [-0.809, -0.030, -0.730], [2.117, -0.334, -1.533], [-2.299, 0.432, 1.488], [0.474, -0.066, 0.576], [-0.062, -0.561, -0.352], [-0.089, -0.786, -0.513], [-0.009, 1.160, 0.270], [-0.652, -1.316, -0.490], [-0.724, 1.155, 0.224], [0.673, -0.438, -0.091], [-0.383, 0.154, -0.826], [-0.115, -0.021, 0.933], [0.683, -0.259, -0.214]]
}

[4]
{
  "formula": "C28H36IrN12S2",
  "method": "ωB97M-V/def2-TZVPD",
  "total_charge": 4,
  "homo_energy_ev": [-17.62, -17.57],
  "s_squared": 0.76,
  "spin_multiplicity": 2,
  "gap_ev": [6.17, 3.08],
  "de_lowest_kj_mol": 239.6,
  "species": ["Ir", "C", "C", "C", "C", "C", "C", "C", "C", "S", "C", "N", "C", "C", "C", "C", "C", "C", "C", "C", "H", "H", "H", "H", "H", "H", "H", "H", "H", "H", "H", "H", "H", "H", "H", "H", "N", "C", "N", "C", "N", "C", "C", "N", "C", "C", "N", "H", "H", "H", "H", "H", "C", "C", "N", "N", "C", "S", "N", "N", "H", "H", "H", "H", "H", "H", "N", "C", "C", "N", "H", "H", "H", "H", "H", "H", "H", "H", "H"],
  "coordinates": [[0.12020, -0.30955, 0.54950], [-5.54472, -0.97790, 0.38639], [-5.42719, -2.34063, 1.08501], [-6.60910, -3.21314, 0.64949], [-5.48202, -2.13953, 2.61280], [-4.08523, -2.98548, 0.76439], [-3.99155, -4.40385, 0.54103], [-2.80465, -5.05386, 0.25808], [-1.65866, -4.28449, 0.19934], [-0.05373, -4.78272, -0.17012], [0.46787, -3.15581, -0.00581], [-0.49806, -2.27647, 0.32795], [-1.70910, -2.87065, 0.44037], [-2.93062, -2.24117, 0.71439], [1.75153, -2.61684, -0.19068], [2.89823, -3.35213, -0.55856], [4.08084, -2.68839, -0.76568], [4.12432, -1.29694, -0.60588], [2.99804, -0.55878, -0.24776], [1.79630, -1.20552, -0.03289], [-6.54038, -0.57165, 0.56009], [-5.40441, -1.06561, -0.69229], [-4.82400, -0.25150, 0.77002], [-7.53624, -2.67308, 0.83775], [-6.67267, -4.14381, 1.21423], [-6.57745, -3.44479, -0.41676], [-6.39004, -1.59361, 2.87256], [-4.61639, -1.57418, 2.96889], [-5.50495, -3.09206, 3.14428], [-4.89721, -4.99376, 0.57985], [-2.78879, -6.12073, 0.07889], [-2.94721, -1.16540, 0.84855], [2.84409, -4.42905, -0.66780], [4.97595, -3.22840, -1.04164], [5.06532, -0.78231, -0.76032], [3.07654, 0.50962, -0.11361], [1.95536, -0.78483, 4.31291], [1.30034, -1.41013, 3.34175], [0.83232, -0.49066, 2.50587], [1.29846, 0.68952, 3.02102], [1.97186, 0.54601, 4.12555], [1.08218, 1.90489, 2.25509], [1.30155, 3.18884, 2.72691], [1.01104, 4.25294, 1.98717], [0.50998, 4.03829, 0.77789], [0.30372, 2.75770, 0.27957], [0.60646, 1.68693, 1.01564], [2.41618, -1.18684, 5.12105], [1.16444, -2.47811, 3.28498], [1.70858, 3.34867, 3.71876], [0.26147, 4.90649, 0.17913], [-0.12478, 2.58144, -0.69443], [2.27176, 2.38734, -5.17916], [1.20630, 1.58062, -4.54246], [0.25449, 0.95116, -5.14860], [-0.45960, 0.35925, -4.15884], [0.01058, 0.59666, -2.94051], [-0.83393, -0.08629, -1.58554], [1.08549, 1.38768, -3.16369], [1.91027, 1.93129, -2.17973], [2.12345, 2.36267, -6.25599], [3.26132, 1.98363, -4.95824], [2.23518, 3.42665, -4.84872], [-1.25891, -0.21222, -4.39739], [2.86759, 1.66235, -2.38943], [1.86147, 2.94456, -2.25487], [-4.50883, 4.76806, 4.34609], [-3.74881, 3.53082, 4.78778], [-2.56977, 3.15645, 3.87203], [-2.78791, 2.16316, 2.81872], [-5.22455, 5.01685, 5.03681], [-4.98974, 4.64484, 3.45250], [-3.89028, 5.57884, 4.25848], [-4.48088, 2.72813, 4.85191], [-3.39825, 3.75418, 5.79345], [-1.79747, 2.76710, 4.53506], [-2.14460, 4.05892, 3.42332], [-3.46581, 2.46416, 2.12913], [-3.12280, 1.29344, 3.21698]],
  "atomic_forces_ev_per_a": [[-1.030, -0.902, -1.105], [-0.036, -0.070, 0.012], [0.055, 0.017, 0.126], [-0.053, 0.068, 0.026], [-0.130, 0.013, -0.099], [-0.348, -1.522, -0.228], [-0.256, 0.949, 0.176], [-0.312, 0.140, 0.067], [-0.090, 1.420, 0.315], [0.379, 0.838, 0.025], [-1.600, -0.585, 0.411], [1.814, -0.048, 0.044], [-1.394, -1.506, -0.049], [0.678, 0.086, -0.175], [1.408, 0.823, -0.319], [-0.954, 0.267, 0.309], [0.403, 0.858, 0.031], [0.281, -0.454, -0.130], [-0.113, 0.130, 0.197], [1.033, -0.856, -0.527], [-0.002, 0.033, 0.003], [-0.013, -0.024, -0.008], [0.023, 0.039, 0.031], [-0.020, 0.004, 0.007], [0.020, 0.030, -0.024], [0.033, -0.013, 0.020], [0.000, 0.001, 0.043], [-0.001, 0.039, 0.003], [0.040, 0.004, -0.043], [0.074, 0.038, -0.010], [0.012, 0.001, 0.000], [-0.033, 0.025, 0.081], [-0.047, 0.011, -0.014], [0.003, 0.007, -0.007], [-0.036, 0.007, 0.025], [0.051, 0.110, -0.013], [-0.091, -0.020, -0.118], [-0.220, -0.280, 0.191], [0.114, 0.164, -0.473], [0.231, 0.056, 0.080], [-0.069, 0.024, -0.062], [0.003, -0.008, 0.060], [-0.003, 0.134, -0.020], [0.017, -0.094, 0.042], [0.007, -0.041, -0.038], [-0.085, 0.068, 0.012], [-0.091, -0.036, -0.005], [0.018, -0.031, 0.023], [-0.007, -0.015, -0.037], [0.003, -0.002, -0.002], [-0.011, 0.000, 0.006], [0.018, 0.060, 0.039], [-0.071, -0.027, -0.008], [0.420, 0.295, 0.604], [-0.728, -0.634, 0.171], [0.091, 0.158, -0.483], [0.269, 0.093, -0.156], [0.398, 0.045, 1.038], [0.173, 0.082, -0.172], [0.002, 0.025, -0.006], [-0.009, -0.002, -0.017], [-0.003, -0.022, 0.023], [-0.011, 0.005, 0.017], [-0.114, -0.049, -0.091], [0.038, -0.104, 0.067], [0.022, 0.024, -0.035], [0.002, -0.020, 0.000], [-0.017, 0.004, -0.002], [-0.021, -0.017, -0.032], [-0.022, 0.191, 0.178], [-0.018, -0.013, 0.001], [0.001, -0.009, -0.004], [-0.002, 0.001, 0.012], [-0.007, -0.016, 0.022], [0.005, 0.029, -0.002], [0.019, -0.012, 0.001], [-0.006, 0.016, 0.011], [-0.024, 0.015, -0.021], [-0.054, -0.019, -0.015]]
}

[5]
{
  "formula": "C27H29As2InN2O3S4SbSe4",
  "method": "ωB97M-V/def2-TZVPD",
  "total_charge": -1,
  "homo_energy_ev": -4.79,
  "gap_ev": 6.75,
  "de_lowest_kj_mol": 125.8,
  "species": ["In", "O", "N", "N", "O", "C", "C", "C", "C", "C", "C", "H", "H", "H", "H", "H", "S", "S", "S", "S", "C", "As", "C", "C", "H", "H", "H", "H", "H", "H", "H", "H", "H", "O", "As", "C", "C", "C", "C", "C", "C", "C", "C", "C", "C", "C", "C", "C", "C", "C", "C", "C", "C", "H", "H", "H", "H", "H", "H", "H", "H", "H", "H", "H", "H", "H", "H", "H", "Se", "Sb", "Se", "Se", "Se"],
  "coordinates": [[-0.11099, -0.11378, -0.14128], [1.76461, 0.37103, -1.34237], [1.74565, 1.29913, -2.22308], [0.56340, 1.69329, -2.51351], [-0.50946, 1.19240, -1.97919], [0.41504, 2.68951, -3.52989], [1.52177, 3.35784, -4.03346], [1.33512, 4.27974, -5.04916], [0.06290, 4.53307, -5.54982], [-1.02928, 3.86424, -5.02021], [-0.86242, 2.93630, -4.00167], [2.50288, 3.15688, -3.62891], [2.19045, 4.81007, -5.44594], [-0.07373, 5.25858, -6.34074], [-2.02438, 4.06482, -5.39590], [-1.69333, 2.40233, -3.56527], [-0.09016, 1.76357, 1.47906], [-2.21596, 1.65111, 1.87504], [-3.04068, 1.28280, 0.06194], [-2.48868, -0.69502, -0.35814], [-1.27215, -3.31852, 2.34229], [0.00721, -1.83098, 2.30428], [1.63666, -2.80221, 2.73459], [-0.39278, -1.05042, 4.04277], [-1.14957, -3.90249, 3.25515], [-1.11226, -3.96106, 1.47755], [-2.28178, -2.91326, 2.28873], [2.43910, -2.10494, 2.99543], [1.96415, -3.35177, 1.84858], [1.47139, -3.50009, 3.55621], [-0.29933, -1.79524, 4.83419], [-1.40710, -0.64863, 4.02601], [0.30265, -0.22904, 4.22362], [0.78827, -2.04463, -0.60705], [1.52821, -2.48987, -2.04123], [1.10536, -4.36305, -2.18295], [0.45892, -4.96933, -1.11511], [0.14391, -6.31982, -1.18139], [0.47359, -7.05670, -2.30877], [1.11992, -6.44714, -3.37654], [1.43644, -5.09939, -3.31460], [3.41967, -2.32274, -2.09355], [4.11167, -2.05542, -0.92384], [5.49988, -2.06090, -0.95153], [6.17430, -2.32417, -2.13170], [5.47274, -2.58850, -3.30260], [4.08923, -2.59669, -3.28582], [0.70987, -1.65400, -3.55903], [-0.63885, -1.91617, -3.77388], [-1.31139, -1.25872, -4.79052], [-0.63555, -0.35024, -5.59313], [0.71276, -0.09511, -5.38292], [1.38788, -0.73883, -4.35652], [0.20868, -4.37645, -0.24602], [-0.36016, -6.79425, -0.34914], [0.22669, -8.10899, -2.35890], [1.37595, -7.02225, -4.25669], [1.93682, -4.62630, -4.15244], [3.59086, -1.82706, -0.00022], [6.03084, -1.84788, -0.03846], [7.25602, -2.31950, -2.14295], [6.00251, -2.79019, -4.22463], [3.54046, -2.81039, -4.19591], [-1.17065, -2.61192, -3.13332], [-2.36608, -1.44365, -4.94421], [-1.16587, 0.17609, -6.37628], [1.23135, 0.63172, -5.99406], [2.43064, -0.50955, -4.16427], [5.22466, -1.88633, 3.02138], [4.85885, 0.50236, 2.94109], [4.84265, 1.30320, 0.52215], [5.51782, 2.13956, 4.54979], [2.68707, 0.94287, 1.58506]],
  "atomic_forces_ev_per_a": [[0.295, 0.117, 0.038], [0.069, 0.042, -0.097], [-0.367, 0.028, 0.064], [0.236, -0.066, 0.211], [0.157, -0.118, -0.152], [-0.035, -0.076, 0.083], [0.053, 0.036, -0.034], [-0.022, -0.002, -0.014], [0.040, 0.000, 0.014], [-0.039, -0.012, 0.014], [0.000, 0.044, -0.045], [-0.011, 0.004, -0.004], [0.014, 0.013, -0.010], [-0.003, 0.009, -0.012], [-0.002, 0.006, -0.004], [-0.001, -0.006, 0.008], [-1.276, 0.261, 0.145], [0.855, -0.053, -0.086], [-0.135, -0.242, -0.130], [-0.285, 0.131, 0.034], [0.046, 0.102, 0.013], [-0.039, -0.040, 0.001], [0.084, 0.044, -0.114], [-0.002, 0.088, 0.027], [-0.002, -0.001, 0.011], [-0.016, -0.006, -0.012], [0.003, -0.006, -0.013], [-0.183, -0.124, -0.035], [-0.030, 0.025, 0.057], [-0.005, 0.019, 0.032], [0.008, -0.008, -0.016], [0.065, -0.002, -0.015], [-0.047, -0.048, -0.003], [0.079, -0.102, -0.048], [-0.351, 0.021, -0.021], [0.038, 0.031, -0.045], [0.015, -0.016, -0.016], [-0.014, -0.015, 0.027], [0.002, 0.018, -0.001], [0.000, 0.002, 0.001], [0.016, 0.017, -0.048], [-0.002, -0.068, -0.026], [-0.013, 0.054, 0.019], [-0.047, 0.005, -0.011], [-0.012, -0.006, -0.010], [0.009, -0.004, -0.005], [-0.011, 0.004, 0.011], [0.076, 0.051, 0.000], [-0.034, -0.053, 0.039], [-0.005, -0.005, -0.016], [0.017, 0.002, 0.012], [-0.034, -0.001, 0.022], [0.103, -0.068, -0.025], [-0.002, 0.014, 0.014], [0.001, -0.001, -0.002], [-0.006, -0.018, 0.004], [0.003, -0.002, -0.010], [-0.021, -0.009, 0.015], [-0.014, 0.015, 0.013], [0.089, 0.032, 0.154], [0.033, 0.001, -0.003], [0.005, 0.000, -0.009], [-0.008, 0.023, -0.006], [0.008, 0.029, -0.010], [-0.008, 0.003, 0.008], [0.000, 0.002, -0.014], [0.007, 0.014, -0.016], [-0.071, -0.013, 0.007], [0.144, 0.369, 0.061], [-0.091, -0.180, -0.253], [-0.063, -0.059, 0.132], [-0.090, -0.192, -0.114], [0.826, -0.055, 0.215]]
}